[1]
Entry from the Open Molecules 2025 dataset: C17H17ClN2O3S2 in the gas phase in a non-equilibrium geometry (ωB97M-V/def2-TZVPD).

Computed properties:
- Highest occupied orbital energy: -8.156 eV
- LUMO energy: 0.20 eV
- Structure (SMILES): CC(=O)Nc1ccc(S(=O)(=O)N2CCS[C@@H]2c2ccccc2Cl)cc1
- E: -2249.36188 hartree
- F_max: 0.336 Eh/bohr

Geometry (Å):
O: -4.586 -1.037 1.421
C: 1.555 -3.159 -0.345
C: -2.412 0.338 1.161
C: 2.775 0.115 0.723
H: -0.909 2.972 -1.543
H: -7.133 -1.516 0.609
C: -0.575 1.845 0.268
C: -2.477 1.621 -0.964
S: 1.141 2.213 0.492
H: 4.368 -3.819 1.026
C: 4.059 2.019 -1.028
H: 2.424 0.447 1.831
H: 2.734 0.580 -1.972
H: -3.130 2.143 -1.821
C: -1.185 0.824 1.481
C: -1.308 2.212 -0.839
N: -4.289 0.245 -0.334
N: 1.880 1.090 -0.025
H: 2.634 -5.038 -0.046
O: 1.341 3.676 -0.126
C: -4.944 -0.626 0.410
H: -6.400 -1.195 -1.136
C: 1.710 -1.719 -0.367
Cl: 0.325 -0.786 -1.049
H: 0.791 -3.837 -1.027
S: 4.550 0.789 0.478
H: -4.774 0.667 -1.147
C: 3.473 -3.296 0.977
H: -2.790 -0.240 2.086
H: -0.494 0.702 2.018
C: -3.049 0.599 -0.187
C: 2.589 -1.258 0.491
C: -6.382 -0.890 -0.159
H: -6.920 -0.044 -0.185
C: 3.602 -1.905 1.027
C: 2.529 -3.994 0.004
H: 3.992 2.873 -0.620
H: 4.341 -1.494 1.699
H: 4.818 1.998 -1.740
H: 2.077 2.094 -1.916
C: 2.617 1.415 -1.498
O: 1.434 2.378 1.872

For reference, the natural (NBO) charges in units of e are:
1. O -0.557
2. C -0.196
3. C -0.246
4. C -0.099
5. H 0.254
6. H 0.233
7. C -0.310
8. C -0.252
9. S 2.312
10. H 0.196
11. C -0.383
12. H 0.295
13. H 0.189
14. H 0.200
15. C -0.080
16. C -0.237
17. N -0.601
18. N -0.811
19. H 0.225
20. O -0.955
21. C 0.696
22. H 0.216
23. C 0.019
24. Cl 0.004
25. H 0.225
26. S 0.094
27. H 0.406
28. C -0.163
29. H 0.277
30. H 0.163
31. C 0.190
32. C -0.211
33. C -0.709
34. H 0.217
35. C -0.186
36. C -0.206
37. H 0.198
38. H 0.240
39. H 0.217
40. H 0.211
41. C -0.111
42. O -0.965

=====

[2]
Entry from the Open Molecules 2025 dataset: C17H17ClN2O4 in the gas phase in a non-equilibrium geometry (ωB97M-V/def2-TZVPD).

Computed properties:
- Highest occupied orbital energy: -9.526 eV
- LUMO energy: 0.41 eV
- Energy relative to the best compared isomer or geometry (same formula, charge and spin): 8.9 kcal per mole
- Structure (SMILES): Cc1onc(-c2ccccc2Cl)c1C(=O)N1CCCC[C@@H]1C(=O)O
- E: -1528.70000 hartree
- F_max: 0.025 Eh/bohr

Geometry (Å):
O: 4.587 0.803 0.492
H: 0.665 1.270 2.911
H: 0.608 1.318 -4.029
C: 0.951 1.044 0.803
C: -0.988 1.192 -2.660
C: 0.873 -0.032 -1.420
H: 3.755 -1.450 1.712
C: -1.063 -2.853 1.339
O: -2.311 1.330 -2.520
H: -0.042 1.406 0.537
C: 2.735 -1.109 1.534
H: 2.058 -1.959 1.645
H: 3.080 0.785 2.486
H: 1.650 1.891 0.755
H: 2.387 -0.445 3.550
H: -0.956 1.909 -4.645
H: -3.105 -1.075 3.364
H: -0.029 2.885 -3.504
C: 2.358 -0.031 2.542
Cl: -3.367 1.002 1.483
N: 1.373 0.053 -0.169
C: -1.809 -2.525 2.460
H: -1.834 -3.190 3.309
N: -2.733 0.639 -1.437
H: 3.149 0.129 -2.094
O: 3.867 0.596 -1.595
C: -2.499 -0.484 1.406
C: -1.752 -0.802 0.272
O: 1.535 -0.505 -2.347
C: 0.961 0.482 2.218
C: 3.811 0.338 -0.294
H: -0.506 -3.777 1.309
C: -1.034 -1.996 0.256
C: -2.525 -1.342 2.496
C: -1.687 0.080 -0.890
C: -0.297 1.866 -3.782
C: -0.510 0.415 -1.633
H: 0.238 -0.332 2.298
H: 2.707 -1.463 -0.589
H: -0.465 -2.254 -0.625
C: 2.652 -0.604 0.094

For reference, the natural (NBO) charges in units of e are:
1. O -0.579
2. H 0.220
3. H 0.256
4. C -0.220
5. C 0.404
6. C 0.698
7. H 0.234
8. C -0.211
9. O -0.258
10. H 0.225
11. C -0.402
12. H 0.207
13. H 0.225
14. H 0.199
15. H 0.213
16. H 0.243
17. H 0.233
18. H 0.240
19. C -0.407
20. Cl 0.038
21. N -0.418
22. C -0.192
23. H 0.223
24. N -0.119
25. H 0.514
26. O -0.688
27. C -0.041
28. C -0.055
29. O -0.665
30. C -0.410
31. C 0.780
32. H 0.221
33. C -0.199
34. C -0.228
35. C 0.207
36. C -0.678
37. C -0.321
38. H 0.207
39. H 0.245
40. H 0.224
41. C -0.165

=====

[3]
Entry from the Open Molecules 2025 dataset: C17H17F3N4O in the gas phase in a non-equilibrium geometry (ωB97M-V/def2-TZVPD).

Computed properties:
- Highest occupied orbital energy: -8.337 eV
- LUMO energy: -0.12 eV
- Energy relative to the best compared isomer or geometry (same formula, charge and spin): 94.2 kcal per mole
- Structure (SMILES): CC(C)[C@H](c1ccc2cc(OCC(F)(F)F)ccc2c1)n1ncnn1
- E: -1251.77217 hartree
- F_max: 0.097 Eh/bohr

Geometry (Å):
H: 0.704 -2.444 -1.419
C: 1.391 -4.409 2.900
H: -0.503 0.791 2.896
C: -0.076 -0.138 1.042
C: -0.341 -0.167 2.448
H: 1.173 -5.211 2.122
N: 1.893 3.397 -1.938
H: -2.026 4.359 -2.524
C: -1.725 2.149 -2.036
H: -2.192 -0.041 -1.933
H: -0.268 -1.466 4.230
H: 0.008 1.851 -3.127
H: 1.362 6.053 -0.477
H: -3.540 0.919 -2.787
F: 2.901 -4.262 4.746
H: -0.241 2.061 0.565
C: -0.116 -2.615 2.507
C: -2.192 3.330 -2.953
N: 0.641 3.229 -1.587
H: -1.603 3.306 -3.870
C: 0.174 -1.417 0.424
C: -2.433 0.845 -2.578
C: 0.580 -0.394 -1.742
H: 0.664 -0.407 -2.873
C: 0.553 -1.485 -0.940
H: 0.116 -3.517 0.606
H: -2.021 2.363 -0.997
C: 0.053 -2.603 1.123
C: -0.295 -1.391 3.138
H: -1.897 0.598 -3.499
N: 0.218 4.221 -0.879
C: 1.248 5.097 -0.916
O: 0.214 -3.702 3.301
C: -0.021 1.037 0.191
H: -3.225 3.291 -3.070
H: 2.084 -3.725 2.355
C: -0.238 2.100 -2.074
C: 2.182 -5.142 4.005
F: 1.293 -5.704 4.902
C: 0.188 0.834 -1.218
F: 2.924 -6.149 3.499
N: 2.391 4.556 -1.563

For reference, the natural (NBO) charges in units of e are:
1. H 0.213
2. C -0.151
3. H 0.218
4. C 0.031
5. C -0.187
6. H 0.195
7. N -0.059
8. H 0.224
9. C -0.230
10. H 0.226
11. H 0.233
12. H 0.228
13. H 0.209
14. H 0.233
15. F -0.319
16. H 0.230
17. C 0.294
18. C -0.611
19. N 0.011
20. H 0.202
21. C -0.081
22. C -0.609
23. C -0.225
24. H 0.221
25. C -0.176
26. H 0.213
27. H 0.222
28. C -0.245
29. C -0.247
30. H 0.201
31. N -0.274
32. C 0.077
33. O -0.495
34. C -0.238
35. H 0.212
36. H 0.212
37. C -0.057
38. C 0.961
39. F -0.334
40. C 0.011
41. F -0.309
42. N -0.232

=====

[4]
Entry from the Open Molecules 2025 dataset: a 2-piece molecular cluster, C17H17F4O5 overall in a non-equilibrium geometry (ωB97M-V/def2-TZVPD).

Computed properties:
- Highest occupied orbital energy: -3.356 eV
- LUMO energy: 1.22 eV
- Energy relative to the best compared isomer or geometry (same formula, charge and spin): 14.2 kcal per mole
- Charge: -1
- E: -1433.63116 hartree
- F_max: 0.055 Eh/bohr

Geometry (Å):
H: -4.515 -1.656 0.556
C: -1.439 0.952 0.154
C: 0.946 1.178 -0.620
H: -5.139 -0.111 -0.068
H: 2.266 -2.029 -3.345
H: 1.198 -0.641 -3.653
C: 0.504 -2.041 -2.119
O: -2.459 0.049 0.026
C: -0.376 0.636 -0.819
C: 0.257 0.103 2.421
C: 0.230 1.260 3.122
H: -1.541 -1.798 -1.506
C: 2.499 -0.453 -1.939
F: 3.784 -0.709 2.604
C: 1.440 2.079 3.255
C: 1.506 -0.444 1.910
H: -3.524 1.092 1.489
H: 3.508 -0.395 -2.374
F: -0.854 1.677 3.792
H: 0.444 -3.067 -2.509
H: -1.304 -1.635 -3.255
O: 1.430 3.286 3.497
F: 3.799 1.860 3.639
H: 1.662 1.409 -2.657
C: -0.848 0.125 -2.133
C: 2.688 0.072 2.586
O: -1.484 1.890 0.929
H: -0.246 0.582 -2.929
O: 1.247 1.816 0.387
H: 2.901 1.542 -1.374
C: 2.021 0.974 -1.712
C: -0.866 -1.406 -2.274
C: -3.369 0.059 1.151
C: -4.667 -0.601 0.785
H: 2.586 -0.950 -0.965
H: 0.760 -2.119 -1.051
C: 2.683 1.303 3.143
C: 1.613 -1.286 -2.869
H: -2.872 -0.509 1.945
O: 1.552 -1.282 1.002
H: -5.342 -0.532 1.640
F: -0.795 -0.746 2.394
H: -1.886 0.467 -2.258

For reference, the natural (NBO) charges in units of e are:
1. H 0.201
2. C 0.775
3. C 0.522
4. H 0.204
5. H 0.189
6. H 0.190
7. C -0.404
8. O -0.556
9. C -0.442
10. C 0.301
11. C 0.317
12. H 0.210
13. C -0.394
14. F -0.301
15. C 0.440
16. C 0.418
17. H 0.202
18. H 0.182
19. F -0.285
20. H 0.183
21. H 0.169
22. O -0.460
23. F -0.293
24. H 0.193
25. C -0.406
26. C 0.326
27. O -0.669
28. H 0.186
29. O -0.737
30. H 0.212
31. C -0.487
32. C -0.392
33. C -0.082
34. C -0.618
35. H 0.222
36. H 0.228
37. C 0.267
38. C -0.406
39. H 0.180
40. O -0.481
41. H 0.199
42. F -0.302
43. H 0.202

=====

[5]
Entry from the Open Molecules 2025 dataset: C17H17LiNO4STe as an isolated structure (ωB97M-V/def2-TZVPD).

Computed properties:
- Highest occupied orbital energy: -4.783 eV
- LUMO energy: 2.48 eV
- Energy relative to the best compared isomer or geometry (same formula, charge and spin): 0.0 kcal per mole
- Charge: -1
- E: -1687.60323 hartree
- F_max: 0.007 Eh/bohr

Geometry (Å):
C: 3.516 0.442 2.256
O: -4.072 0.823 -2.963
H: -3.014 -4.980 1.052
C: 1.858 1.825 0.339
H: -4.059 1.772 1.270
C: -2.592 -4.920 0.047
C: -2.058 1.070 1.453
C: 4.158 1.312 1.207
C: 3.951 2.769 -0.699
Li: -1.329 2.046 -0.838
C: 5.326 2.913 -0.760
O: -2.065 0.564 2.571
H: 5.773 3.536 -1.525
H: -3.143 -5.623 -0.582
O: -1.716 1.206 -2.441
H: 3.851 0.730 3.253
O: -1.034 1.566 0.853
H: -3.836 0.122 0.754
H: 6.164 0.949 1.862
C: -4.028 -1.661 -1.260
N: -3.357 1.643 -0.674
C: 3.354 1.974 0.279
C: -2.686 -3.517 -0.489
H: 1.364 2.793 0.409
H: -4.826 -3.553 -0.665
C: -1.641 -1.435 -1.134
S: -3.059 0.805 -1.933
C: -1.550 -2.740 -0.668
H: 1.479 1.305 -0.540
H: -0.753 -0.830 -1.260
H: 7.205 2.363 0.128
H: -4.990 -1.230 -1.505
H: 3.783 -0.603 2.099
H: -0.576 -3.153 -0.430
Te: 1.373 0.700 2.088
H: 3.322 3.282 -1.418
C: -2.879 -0.894 -1.426
C: 6.128 2.256 0.165
C: 5.542 1.463 1.137
C: -3.927 -2.960 -0.796
H: -1.556 -5.253 0.101
C: -3.403 1.124 0.683

For reference, the natural (NBO) charges in units of e are:
1. C -0.738
2. O -0.975
3. H 0.218
4. C -0.663
5. H 0.206
6. C -0.624
7. C 0.772
8. C 0.070
9. C -0.193
10. Li 0.914
11. C -0.227
12. O -0.704
13. H 0.204
14. H 0.209
15. O -1.085
16. H 0.215
17. O -0.913
18. H 0.199
19. H 0.201
20. C -0.178
21. N -1.071
22. C -0.070
23. C -0.036
24. H 0.229
25. H 0.201
26. C -0.199
27. S 2.298
28. C -0.157
29. H 0.223
30. H 0.235
31. H 0.202
32. H 0.232
33. H 0.214
34. H 0.198
35. Te 0.543
36. H 0.205
37. C -0.334
38. C -0.225
39. C -0.238
40. C -0.224
41. H 0.211
42. C -0.344

=====

[6]
Entry from the Open Molecules 2025 dataset: C17H17N3O3S3 in the gas phase (ωB97M-V/def2-TZVPD).

Computed properties:
- Highest occupied orbital energy: -7.896 eV
- LUMO energy: 0.44 eV
- Energy relative to the best compared isomer or geometry (same formula, charge and spin): 0.9 kcal per mole
- Structure (SMILES): CCOC(=O)Cc1csc(SCc2nc3sc4c(c3c(=O)[nH]2)CCC4)n1
- E: -2242.63045 hartree
- F_max: 0.016 Eh/bohr

Geometry (Å):
H: 4.183 -2.747 -0.290
C: -6.193 -1.385 0.488
C: 3.675 1.475 -0.419
H: 0.049 1.060 -0.646
C: 6.572 -1.007 0.533
H: 6.272 -3.165 0.800
H: -6.275 -2.584 -1.295
H: -7.544 -2.937 -0.116
C: -3.391 1.735 1.063
C: -2.642 1.156 0.089
H: 7.140 -1.269 -0.365
O: 1.163 -1.063 0.025
H: -4.280 1.366 1.531
C: 3.189 0.198 -0.134
H: -6.763 -0.564 0.043
H: -2.442 -0.144 -1.568
S: 5.402 1.586 -0.264
H: 3.621 -2.409 1.345
H: -6.419 -1.464 1.554
H: 7.269 -0.583 1.255
S: -2.717 3.251 1.544
O: -4.799 -1.067 0.429
H: -0.009 3.118 -1.964
N: 2.919 2.533 -0.773
C: 0.744 3.436 -1.245
N: -1.553 1.881 -0.288
C: 4.351 -2.121 0.590
C: 1.647 2.315 -0.856
H: 5.813 -2.180 2.186
H: 1.336 4.263 -1.631
H: -5.889 -3.495 0.174
C: -1.445 2.985 0.377
C: 4.237 -0.681 0.217
H: -2.387 -0.956 0.018
O: -5.051 -0.129 -1.595
C: -4.358 -0.450 -0.668
C: 5.458 -0.081 0.191
C: -2.872 -0.170 -0.567
C: -6.494 -2.689 -0.235
C: 5.808 -2.227 1.097
S: -0.163 4.139 0.192
C: 1.764 -0.036 -0.211
N: 1.074 1.110 -0.610

For reference, the natural (NBO) charges in units of e are:
1. H 0.214
2. C -0.078
3. C 0.052
4. H 0.452
5. C -0.430
6. H 0.211
7. H 0.224
8. H 0.218
9. C -0.440
10. C 0.157
11. H 0.211
12. O -0.619
13. H 0.249
14. C -0.231
15. H 0.199
16. H 0.252
17. S 0.446
18. H 0.229
19. H 0.190
20. H 0.217
21. S 0.439
22. O -0.512
23. H 0.252
24. N -0.495
25. C -0.556
26. N -0.535
27. C -0.416
28. C 0.437
29. H 0.206
30. H 0.268
31. H 0.212
32. C -0.109
33. C -0.027
34. H 0.257
35. O -0.592
36. C 0.808
37. C -0.183
38. C -0.533
39. C -0.634
40. C -0.381
41. S 0.322
42. C 0.662
43. N -0.610

=====

- Which formula does entry 2 have?
  C17H17ClN2O4